The following is a quantum chemistry calculation of a molecular structure, C35H48BBr35ClF7NO7PS, from OMol25.

XYZ file:
```
137
Properties=species:S:1:pos:R:3:forces:R:3
C -2.94547 -5.14317 -1.11829 0.22 0.02 0.20
C -2.46126 -4.14980 -0.05376 -0.26 0.18 -0.15
C -1.13246 -3.42680 -0.41842 -0.67 -1.30 0.65
C -1.34572 -1.90002 -0.42872 -0.09 -0.32 0.20
C -2.37648 -1.52248 -1.51206 -1.17 1.41 1.30
C -0.13047 -0.91366 -0.38591 -0.12 0.27 -0.54
O 0.33563 -0.59255 -1.70279 0.64 0.28 0.58
C 0.62908 -1.38143 -2.82688 0.02 -0.20 -1.00
Cl 0.00956 -0.38290 -4.22362 -0.33 0.25 0.36
C 0.05138 -2.80399 -2.96969 0.24 -0.44 -0.37
C -1.38100 -3.12670 -3.38225 0.04 -1.01 -0.54
C -1.89178 -2.66599 -4.73244 0.02 0.27 -0.21
N -3.25988 -2.29070 -4.80215 0.08 -0.57 0.69
O -1.22003 -2.68642 -5.72867 0.03 -0.37 -0.14
C 2.12773 -1.61231 -3.18262 -0.74 -0.10 -0.04
C 3.23820 -0.61301 -3.25809 0.48 -0.10 0.44
O 4.31731 -0.88382 -2.84767 0.20 0.12 0.28
Br 3.06994 1.00994 -4.28466 -0.20 0.13 -0.07
C -0.55011 0.53695 0.31487 -0.62 -0.38 0.05
C -2.07351 0.78898 0.57375 0.22 0.10 -0.09
O -0.14868 1.54111 -0.64294 0.53 -0.36 0.50
C -0.44306 2.86825 -0.81958 0.24 0.89 -1.06
Br 0.42378 3.20741 -2.64479 0.03 -0.28 0.21
C -1.88350 3.33949 -1.01648 -0.15 -0.55 0.01
C -2.12114 4.73765 -1.60875 -0.71 0.02 0.30
C -2.83106 4.72262 -2.97485 0.26 0.22 -0.24
C -2.12094 5.49374 -4.09952 -0.46 -0.27 -0.22
O -1.35849 6.59176 -3.60075 -0.13 -0.18 -0.11
C -0.04239 6.58361 -3.83233 0.47 0.25 0.08
O 0.69098 7.39985 -3.36238 -0.03 0.06 0.07
P 0.44823 4.15987 0.21604 -0.57 0.34 0.81
S -0.62526 4.86589 1.68487 0.12 -0.17 -0.09
B -0.21754 0.68644 1.90245 0.39 0.06 0.21
C 0.49028 1.81817 2.70614 -0.03 -0.16 0.17
O -0.78682 -0.31336 2.69437 -0.46 -0.07 -0.47
C 1.03996 -1.62437 0.39723 0.14 -0.17 -0.53
F 0.55039 -2.24051 1.48324 -0.34 0.10 0.29
F 1.45491 -2.63768 -0.41753 0.34 0.26 -0.14
C 2.41731 -0.97870 0.95149 0.02 0.12 0.67
F 2.29853 -1.03225 2.30008 0.04 0.17 0.05
F 3.40409 -1.82520 0.63667 0.02 -0.18 -0.32
C 2.99046 0.47658 0.68062 -0.21 -0.13 0.18
F 4.28629 0.39416 0.43941 0.56 -0.17 -0.40
F 2.40499 1.10819 -0.31277 -0.18 -0.04 -0.51
F 2.87191 1.21797 1.78067 0.07 0.05 -0.09
H -3.54303 -5.93639 -0.67204 -0.16 0.05 -0.08
H -2.10355 -5.62102 -1.62318 0.00 -0.06 0.03
H -3.53747 -4.63111 -1.87834 -0.08 -0.15 -0.07
H -2.35725 -4.65204 0.90795 0.10 -0.06 -0.01
H -3.26056 -3.41745 0.09161 0.02 0.02 0.12
H -0.78042 -3.87858 -1.34417 -0.64 0.07 0.96
H -0.43519 -3.74400 0.34726 0.14 0.21 -0.07
H -1.82887 -1.79170 0.53530 -0.03 0.36 0.24
H -2.82122 -2.40436 -1.97083 -0.94 1.48 1.51
H -1.99088 -0.85223 -2.28130 0.04 -0.25 -0.12
H -3.23319 -1.02118 -1.07481 -0.02 0.43 0.31
H 0.66341 -3.34853 -3.68713 0.14 0.43 -0.33
H 0.27172 -3.34616 -2.05077 0.47 0.60 -0.71
H -2.13127 -2.99116 -2.60659 1.86 -1.07 -1.93
H -1.40893 -4.21795 -3.51177 0.27 -0.07 -0.18
H -3.65885 -2.18262 -3.87564 -0.05 0.04 -0.06
H -3.78720 -3.03051 -5.25768 -0.01 0.39 -0.50
H 2.06745 -1.95568 -4.21720 0.05 -0.08 -0.04
H 2.49801 -2.45773 -2.60502 0.17 0.18 0.20
H -2.59123 0.98656 -0.35054 -0.20 -0.17 -0.24
H -2.13565 1.71627 1.15516 -0.02 0.05 0.05
H -2.57466 0.04093 1.16984 -0.03 -0.35 -0.19
H -2.39487 3.31022 -0.05835 0.11 -0.02 0.16
H -2.37605 2.59817 -1.64708 0.07 -0.06 -0.09
H -2.80510 5.21468 -0.90341 0.22 0.05 -0.14
H -1.26009 5.40004 -1.62497 0.21 -0.21 -0.02
H -2.95933 3.70093 -3.33207 -0.01 -0.08 0.00
H -3.83805 5.13080 -2.87563 0.01 0.04 0.15
H -2.86996 5.90351 -4.77894 0.02 0.10 0.02
H -1.51267 4.81565 -4.70310 0.34 0.10 0.19
H 0.31993 5.78014 -4.48792 -0.22 -0.15 -0.08
H 0.79601 5.18537 -0.66331 0.22 -0.19 -0.23
H 1.66522 3.55497 0.56624 0.06 -0.03 -0.29
H 1.13192 2.52056 2.19582 -0.30 0.18 0.07
H -0.26170 2.33987 3.30337 0.01 0.19 -0.08
H 1.12103 1.29372 3.43390 -0.07 -0.05 -0.01
H -1.56005 -0.00215 3.18033 0.35 -0.09 0.34
C -6.59079 2.82450 -3.15517 0.14 0.11 -0.03
Br -5.57120 2.44542 -4.74186 -0.10 -0.07 -0.06
Br -8.30380 1.96112 -3.17750 0.02 -0.03 0.00
Br -5.58498 2.38986 -1.57455 0.02 -0.02 0.14
H -6.76639 3.89086 -3.13374 -0.01 0.00 0.02
C 5.29851 -0.82575 3.45812 -0.03 0.00 0.07
Br 7.15556 -0.38680 3.70256 0.08 0.00 -0.04
Br 4.98112 -2.71080 3.66014 -0.01 0.00 0.02
Br 4.18762 0.20229 4.65138 0.04 0.02 -0.04
H 5.02893 -0.55572 2.44674 0.08 -0.02 0.05
C -3.01837 2.25245 -7.62030 0.03 -0.03 0.05
Br -2.28464 0.76316 -6.65710 -0.01 -0.04 0.01
Br -1.86581 2.82103 -9.05042 0.03 0.00 0.00
Br -4.79618 1.86501 -8.25674 0.03 0.02 -0.02
H -3.10063 3.07994 -6.92962 -0.02 0.02 -0.02
C -5.27905 5.74242 1.62871 0.04 0.00 -0.04
Br -6.99527 5.41624 0.82312 0.01 0.02 -0.01
Br -4.35163 4.09737 2.00320 -0.05 -0.03 0.04
Br -4.19162 6.92101 0.57006 -0.15 0.12 0.10
H -5.45723 6.23123 2.57631 0.01 -0.05 0.03
C 1.48434 -2.19246 6.90918 -0.06 0.05 -0.02
Br 0.69145 -1.54075 5.28505 -0.02 0.03 -0.07
Br 2.44344 -3.84190 6.60617 0.04 -0.05 0.00
Br 2.61199 -0.87688 7.73200 -0.10 -0.06 0.10
H 0.68099 -2.41834 7.59582 0.00 0.00 0.01
C -4.63660 4.39708 6.23965 -0.02 -0.04 -0.07
Br -6.18716 3.45030 5.61024 0.00 0.00 0.00
Br -3.01494 3.42726 5.88179 0.02 0.00 -0.01
Br -4.56053 6.18079 5.52282 0.01 0.03 -0.01
H -4.72749 4.48809 7.31206 0.01 0.01 0.00
C -0.81542 -5.27116 5.21863 -0.01 0.01 0.04
Br -2.38436 -4.25828 5.67934 0.00 -0.01 -0.01
Br -1.09967 -7.16345 5.40241 0.02 0.00 0.00
Br -0.17218 -4.82736 3.46505 -0.02 0.09 -0.08
H -0.03750 -4.99525 5.91769 0.00 0.01 -0.01
C 11.03625 -1.76152 4.74646 -0.01 -0.06 0.04
Br 10.93211 -0.23895 3.57246 0.00 0.02 -0.01
Br 12.84484 -2.39071 4.92835 -0.01 0.01 0.00
Br 10.22858 -1.37536 6.44606 0.14 -0.16 -0.16
H 10.46453 -2.55576 4.28837 0.00 0.00 -0.01
C 3.05181 -0.95089 -7.88123 0.00 0.10 0.06
Br 1.53685 0.22493 -7.83179 -0.09 -0.01 -0.03
Br 2.73432 -2.55380 -6.86137 -0.01 -0.03 -0.03
Br 3.57477 -1.36479 -9.68334 0.01 -0.01 -0.01
H 3.87831 -0.43372 -7.41471 0.00 -0.02 0.02
C 2.61269 -7.28251 3.70885 -0.08 0.05 0.05
Br 4.19811 -6.38066 3.09907 0.00 0.01 -0.01
Br 1.55997 -7.94168 2.24369 0.07 -0.08 -0.04
Br 3.01887 -8.66860 4.97646 0.01 0.01 -0.01
H 2.00748 -6.54584 4.21997 0.00 0.00 -0.01
C 6.54438 0.51873 7.37985 0.02 -0.06 -0.08
Br 8.32404 1.11257 7.78543 -0.15 0.23 0.20
Br 6.40018 -1.39363 7.46965 0.02 -0.03 0.02
Br 5.21476 1.38296 8.47359 0.07 0.05 0.03
H 6.34535 0.80605 6.35740 -0.03 -0.01 -0.02
```
Positions in Å, forces in eV/Å.

The HOMO energy is -8.93 eV. The charge is 0. The calculation puts the energy relative to the best compared isomer or geometry (same formula, charge and spin) at 0.0 kcal per mole. The total energy comes out at -93957.8062 Eh. The LUMO energy comes out at -0.39 eV. Its gap between HOMO and LUMO is 8.54 eV.